(1)
The following is a DFT calculation (ωB97M-V with the def2-TZVPD basis set) of C6H10O in the gas phase.

* highest occupied orbital energy: -9.055 eV
* energy relative to the best compared isomer or geometry (same formula, charge and spin): 40.1 kJ/mol
* calculated total energy: -8430.82427 eV
* SMILES: C/C=C(/C)CC=O
* orbital gap: 10.06 eV
* LUMO: 1.001 eV

The geometry in ORCA input format:
```
! wB97M-V def2-TZVPD RIJCOSX def2/J DEFGRID3
* xyz 0 1
C -2.24717 -0.19253 0.34846
C -1.03897 0.69153 0.45029
C 0.16745 0.50938 -0.08922
C 1.25508 1.54432 0.04611
C 0.58499 -0.72899 -0.83914
C 1.34580 -1.70017 0.04768
O 1.34197 -1.67149 1.25344
H -3.10584 0.39184 -0.00398
H -2.10967 -1.02944 -0.34233
H -2.52279 -0.60824 1.32496
H -1.18539 1.60040 1.03583
H 1.41800 2.05323 -0.91389
H 1.00067 2.30338 0.79127
H 2.20899 1.08770 0.33666
H 1.22758 -0.48316 -1.69705
H -0.26458 -1.28747 -1.25562
H 1.92388 -2.48028 -0.49348
*
```

Löwdin atomic charge list, values in e, 8 entries: atom 1 (C): -0.089, atom 2 (C): -0.120, atom 3 (C): -0.325, atom 4 (C): -0.060, atom 5 (C): -0.130, atom 6 (C): -0.253, atom 7 (O): 0.062, atom 8 (H): 0.074

=====

(2)
The following is a DFT calculation (ωB97M-V with the def2-TZVPD basis set) of C6H10O in the gas phase in a non-equilibrium geometry.

* highest occupied orbital energy (alpha / beta): -6.793 / -7.527 eV
* energy relative to the best compared isomer or geometry (same formula, charge and spin): 415.3 kJ/mol
* calculated total energy: -8426.93560 eV
* orbital gap (alpha / beta): 6.95 / 8.64 eV
* LUMO (alpha / beta): 0.157 / 1.110 eV

The geometry in ORCA input format:
```
! wB97M-V def2-TZVPD RIJCOSX def2/J DEFGRID3
* xyz 0 1
C 2.04267 0.60365 -0.81518
C 1.08524 0.23804 0.26716
C -1.23639 0.92814 -1.14090
C -1.84074 0.15632 -0.21004
C -1.33567 -0.16447 1.09671
C -0.22537 -1.12530 1.38539
O 0.71010 -1.02599 0.31992
H 2.03561 1.68267 -0.99495
H 1.81455 0.07702 -1.74426
H 3.06076 0.32933 -0.49927
H 1.14786 0.77509 1.21258
H -1.61064 0.98875 -2.16091
H -0.42182 1.58596 -0.86659
H -2.84555 -0.20471 -0.46398
H -2.12797 -0.27538 1.84817
H 0.29523 -0.90065 2.33812
H -0.52221 -2.18482 1.42390
*
```

Löwdin atomic charge list, values in e, 8 entries: atom 1 (C): -0.073, atom 2 (C): -0.266, atom 3 (C): 0.014, atom 4 (C): -0.197, atom 5 (C): -0.073, atom 6 (C): -0.225, atom 7 (O): -0.086, atom 8 (H): 0.077

=====

(3)
The following is a DFT calculation (ωB97M-V with the def2-TZVPD basis set) of C6H10O in the gas phase in a non-equilibrium geometry.

* highest occupied orbital energy (alpha / beta): -7.375 / -7.577 eV
* energy relative to the best compared isomer or geometry (same formula, charge and spin): 453.4 kJ/mol
* calculated total energy: -8426.54085 eV
* orbital gap (alpha / beta): 7.83 / 7.71 eV
* LUMO (alpha / beta): 0.459 / 0.134 eV

The geometry in ORCA input format:
```
! wB97M-V def2-TZVPD RIJCOSX def2/J DEFGRID3
* xyz 0 1
C 1.32749 -0.79479 -0.19947
C 1.43827 0.69395 -0.01739
O 0.87021 1.50291 -0.81378
C -1.05833 1.35879 -0.32428
C -0.85652 0.54723 0.91475
C -1.12152 -0.76967 0.44092
C -0.14003 -1.25474 -0.56595
H 1.68861 -1.29591 0.70830
H 1.95181 -1.13439 -1.03399
H 0.29380 0.66664 1.17421
H 2.17258 1.06549 0.71508
H -1.60833 2.29777 -0.22552
H -1.22708 0.86494 -1.26669
H -1.44065 0.88365 1.77503
H -1.79046 -1.45364 0.95534
H -0.32312 -0.83509 -1.56404
H -0.17671 -2.34313 -0.67254
*
```

Löwdin atomic charge list, values in e, 8 entries: atom 1 (C): -0.145, atom 2 (C): -0.335, atom 3 (O): -0.085, atom 4 (C): 0.061, atom 5 (C): -0.278, atom 6 (C): -0.089, atom 7 (C): -0.190, atom 8 (H): 0.116

=====

(4)
The following is a DFT calculation (ωB97M-V with the def2-TZVPD basis set) of a molecular structure, C6H10O.

* highest occupied orbital energy: -9.228 eV
* energy relative to the best compared isomer or geometry (same formula, charge and spin): 168.9 kJ/mol
* calculated total energy: -8429.48955 eV
* orbital gap: 10.38 eV
* LUMO: 1.151 eV

The geometry in ORCA input format:
```
! wB97M-V def2-TZVPD RIJCOSX def2/J DEFGRID3
* xyz 0 1
C -0.51579 2.39566 0.23312
C -0.74170 0.90576 0.48529
C 0.50582 0.03777 0.44286
O 0.35758 -1.13629 1.28291
C 0.75750 -1.97229 0.20636
C -0.21960 -1.90565 -0.91510
C 0.83774 -0.83751 -0.76819
H -0.25524 2.60680 -0.80924
H 0.28645 2.79389 0.86715
H -1.42990 2.95295 0.46501
H -1.48463 0.51190 -0.21930
H -1.16437 0.76647 1.48452
H 1.38763 0.60371 0.77475
H 1.42004 -2.80199 0.42668
H -0.05706 -2.60669 -1.72982
H -1.26383 -1.69097 -0.69813
H 1.57937 -0.62351 -1.52886
*
```

Löwdin atomic charge list, values in e, 8 entries: atom 1 (C): -0.105, atom 2 (C): -0.199, atom 3 (C): -0.290, atom 4 (O): -0.047, atom 5 (C): -0.254, atom 6 (C): -0.054, atom 7 (C): -0.137, atom 8 (H): 0.073

=====

(5)
The following is a DFT calculation (ωB97M-V with the def2-TZVPD basis set) of C6H10O in the gas phase.

* highest occupied orbital energy: -10.037 eV
* energy relative to the best compared isomer or geometry (same formula, charge and spin): 133.2 kJ/mol
* calculated total energy: -8429.85986 eV
* SMILES: C[C@H]1C[C@]2(CO2)C1
* orbital gap: 11.08 eV
* LUMO: 1.047 eV

The geometry in ORCA input format:
```
! wB97M-V def2-TZVPD RIJCOSX def2/J DEFGRID3
* xyz 0 1
C 1.83501 1.40792 0.08745
C 0.86970 0.28952 -0.26834
C -0.58859 0.66738 -0.64508
C -1.02657 -0.55224 0.15095
C -1.86832 -1.65954 -0.28792
O -2.29188 -0.75112 0.72918
C 0.31110 -0.59787 0.87573
H 1.31463 2.21431 0.61643
H 2.64123 1.04849 0.73652
H 2.29419 1.83786 -0.80904
H 1.30240 -0.35032 -1.04560
H -0.89497 1.58656 -0.13154
H -0.86822 0.73245 -1.70056
H -2.40955 -1.58488 -1.23203
H -1.65827 -2.67417 0.05186
H 0.77800 -1.57207 1.05236
H 0.26010 -0.04226 1.81963
*
```

Löwdin atomic charge list, values in e, 8 entries: atom 1 (C): -0.076, atom 2 (C): -0.341, atom 3 (C): -0.056, atom 4 (C): -0.467, atom 5 (C): -0.073, atom 6 (O): -0.001, atom 7 (C): -0.055, atom 8 (H): 0.076

=====

(6)
The following is a DFT calculation (ωB97M-V with the def2-TZVPD basis set) of C6H10O in the gas phase.

* highest occupied orbital energy: -9.400 eV
* energy relative to the best compared isomer or geometry (same formula, charge and spin): 126.9 kJ/mol
* calculated total energy: -8429.92474 eV
* SMILES: C[C@]12CC[C@H]1CO2
* orbital gap: 10.46 eV
* LUMO: 1.056 eV

The geometry in ORCA input format:
```
! wB97M-V def2-TZVPD RIJCOSX def2/J DEFGRID3
* xyz 0 1
C -0.06392 -1.96710 0.11036
C -0.15973 -0.47489 0.27053
C -1.41711 0.31015 -0.11487
C -0.51358 1.33933 -0.85181
C 0.74670 0.50292 -0.50787
C 1.35658 0.77984 0.86596
O 0.31803 0.04213 1.53254
H -0.69056 -2.49214 0.83752
H -0.39189 -2.23863 -0.89958
H 0.97231 -2.30442 0.23079
H -2.11612 -0.23264 -0.75801
H -1.93576 0.68342 0.77149
H -0.52381 2.35968 -0.45441
H -0.71506 1.38752 -1.92570
H 1.39838 0.20614 -1.33392
H 1.43517 1.83556 1.16271
H 2.30036 0.26313 1.06427
*
```

Löwdin atomic charge list, values in e, 8 entries: atom 1 (C): -0.001, atom 2 (C): -0.501, atom 3 (C): -0.083, atom 4 (C): -0.108, atom 5 (C): -0.181, atom 6 (C): -0.135, atom 7 (O): -0.066, atom 8 (H): 0.087

=====

(7)
The following is a DFT calculation (ωB97M-V with the def2-TZVPD basis set) of a molecular structure, C6H10O in a non-equilibrium geometry.

* highest occupied orbital energy: -8.104 eV
* energy relative to the best compared isomer or geometry (same formula, charge and spin): 448.8 kJ/mol
* calculated total energy: -8426.58870 eV
* orbital gap: 9.14 eV
* LUMO: 1.034 eV

The geometry in ORCA input format:
```
! wB97M-V def2-TZVPD RIJCOSX def2/J DEFGRID3
* xyz 0 1
C -1.60885 0.93523 0.07032
C -0.43311 0.27187 0.76018
C -0.25632 -1.26497 0.61833
C 1.23158 -1.04477 0.28616
O 1.51453 -1.05847 -1.13212
C 1.25444 0.31034 -1.23798
C 1.02772 0.49040 0.26157
H -1.52529 2.02756 0.10037
H -2.54239 0.64765 0.56536
H -1.67580 0.63268 -0.98043
H -0.44329 0.53793 1.82209
H -0.46254 -1.84069 1.52681
H -0.79816 -1.71639 -0.21907
H 1.99396 -1.58335 0.85882
H -0.03517 0.61177 -1.95293
H 1.11324 0.84626 -2.17250
H 1.64544 1.19694 0.82502
*
```

Löwdin atomic charge list, values in e, 8 entries: atom 1 (C): -0.088, atom 2 (C): -0.322, atom 3 (C): -0.072, atom 4 (C): -0.237, atom 5 (O): -0.061, atom 6 (C): -0.130, atom 7 (C): -0.158, atom 8 (H): 0.081

=====

(8)
The following is a DFT calculation (ωB97M-V with the def2-TZVPD basis set) of 3 unconnected molecules or ions with the total composition C6H10O.

* highest occupied orbital energy: -8.942 eV
* energy relative to the best compared isomer or geometry (same formula, charge and spin): 371.0 kJ/mol
* calculated total energy: -8427.39515 eV
* SMILES: C=CO.C#C.C=C
* orbital gap: 9.90 eV
* LUMO: 0.961 eV

The geometry in ORCA input format:
```
! wB97M-V def2-TZVPD RIJCOSX def2/J DEFGRID3
* xyz 0 1
C 0.80364 -1.64018 -0.74068
C 1.57769 -1.00835 0.13712
O 1.70753 -1.28063 1.46120
H 0.18974 -2.49521 -0.46516
H 0.74131 -1.28007 -1.76091
H 2.19213 -0.15936 -0.13787
H 1.07066 -1.96716 1.70007
C 0.43127 2.24150 -0.65915
C 1.60655 2.19151 -0.90778
H -0.61061 2.24990 -0.42774
H 2.65038 2.12756 -1.11859
C -1.84137 -0.45257 0.54893
C -2.29517 0.78861 0.43012
H -1.26562 -0.76564 1.41695
H -2.00254 -1.19849 -0.22454
H -2.84155 1.11358 -0.45266
H -2.11405 1.53499 1.20070
*
```

Löwdin atomic charge list, values in e, 8 entries: atom 1 (C): -0.022, atom 2 (C): -0.299, atom 3 (O): -0.003, atom 4 (H): 0.057, atom 5 (H): 0.057, atom 6 (H): 0.078, atom 7 (H): 0.097, atom 8 (C): 0.014

=====

(9)
The following is a DFT calculation (ωB97M-V with the def2-TZVPD basis set) of C6H10O in the gas phase in a non-equilibrium geometry.

* highest occupied orbital energy: -9.351 eV
* energy relative to the best compared isomer or geometry (same formula, charge and spin): 162.4 kJ/mol
* calculated total energy: -8429.55733 eV
* SMILES: C[C@H]1CC=CCO1
* orbital gap: 10.48 eV
* LUMO: 1.127 eV

The geometry in ORCA input format:
```
! wB97M-V def2-TZVPD RIJCOSX def2/J DEFGRID3
* xyz 0 1
C 0.21661 -0.57076 -1.79011
C 0.22959 -1.02242 -0.34471
C 1.13057 -0.03796 0.47220
C 0.36439 1.41727 0.46049
C -0.92983 1.30409 0.76819
C -1.19793 -0.08302 1.24291
O -1.09491 -1.03637 0.19728
H 1.20407 -0.74471 -2.23210
H 0.00282 0.50039 -1.82248
H -0.53975 -1.10183 -2.37043
H 0.56497 -2.07467 -0.30154
H 2.08744 0.10254 -0.01156
H 1.40839 -0.59867 1.40298
H 0.70691 2.36861 0.00485
H -1.71729 2.05519 0.68817
H -0.30351 -0.23799 1.86454
H -2.13254 -0.23967 1.77133
*
```

Löwdin atomic charge list, values in e, 8 entries: atom 1 (C): -0.052, atom 2 (C): -0.389, atom 3 (C): -0.121, atom 4 (C): -0.052, atom 5 (C): -0.084, atom 6 (C): -0.231, atom 7 (O): -0.106, atom 8 (H): 0.084

=====

(10)
The following is a DFT calculation (ωB97M-V with the def2-TZVPD basis set) of 2 unconnected molecules or ions with the total composition C6H10O.

* highest occupied orbital energy (alpha / beta): -9.390 / -9.418 eV
* energy relative to the best compared isomer or geometry (same formula, charge and spin): 512.9 kJ/mol
* calculated total energy: -8425.92491 eV
* orbital gap (alpha / beta): 8.32 / 8.31 eV
* LUMO (alpha / beta): -1.075 / -1.106 eV

The geometry in ORCA input format:
```
! wB97M-V def2-TZVPD RIJCOSX def2/J DEFGRID3
* xyz 0 1
O 1.18512 -1.32451 1.65331
C 1.53702 -1.07910 0.52183
C 1.50051 0.30356 -0.09663
C 0.43705 1.21429 0.52809
C -0.85841 1.20919 -0.23481
C -0.54002 -1.96908 -1.00687
C -2.05829 0.93401 0.27619
H 1.99935 -1.85970 -0.11384
H 2.50626 0.72142 0.05514
H 1.36190 0.19842 -1.17773
H 0.81241 2.24547 0.55869
H 0.26917 0.89830 1.56364
H -0.78982 1.50880 -1.28316
H -1.08860 -2.10728 -1.96216
H -1.12931 -2.57329 -0.28393
H -2.96365 1.01838 -0.32031
H -2.18070 0.66110 1.32253
*
```

Löwdin atomic charge list, values in e, 8 entries: atom 1 (O): 0.018, atom 2 (C): -0.349, atom 3 (C): -0.187, atom 4 (C): -0.210, atom 5 (C): -0.203, atom 6 (C): 0.238, atom 7 (C): 0.000, atom 8 (H): 0.104

=====

(11)
The following is a DFT calculation (ωB97M-V with the def2-TZVPD basis set) of a molecular structure, C6H10O.

* highest occupied orbital energy: -7.337 eV
* energy relative to the best compared isomer or geometry (same formula, charge and spin): 495.0 kJ/mol
* calculated total energy: -8426.10970 eV
* orbital gap: 7.90 eV
* LUMO: 0.565 eV

The geometry in ORCA input format:
```
! wB97M-V def2-TZVPD RIJCOSX def2/J DEFGRID3
* xyz 0 1
C 2.20760 1.40600 -0.28230
C 0.92566 0.73451 0.03417
O 0.35077 0.82037 1.22031
C -0.30401 -0.45479 1.06875
C -1.78266 -0.18234 0.74732
C -1.35064 -0.09105 -0.71025
C 0.19282 -0.35435 -0.49538
H 2.11931 2.46819 -0.04097
H 3.04705 0.99638 0.29027
H 2.43274 1.30593 -1.34652
H -0.12534 -3.17818 0.24856
H -0.16080 -2.62876 0.75407
H -2.18558 0.73381 1.18205
H -2.45284 -1.01826 0.96587
H -1.71957 -0.92229 -1.30560
H -1.53653 0.84970 -1.22475
H 0.64713 -1.06511 -1.18096
*
```

Löwdin atomic charge list, values in e, 8 entries: atom 1 (C): 0.001, atom 2 (C): -0.325, atom 3 (O): 0.043, atom 4 (C): -0.164, atom 5 (C): -0.159, atom 6 (C): -0.128, atom 7 (C): -0.161, atom 8 (H): 0.089

=====

(12)
The following is a DFT calculation (ωB97M-V with the def2-TZVPD basis set) of a molecular structure, C6H10O.

* highest occupied orbital energy: -8.825 eV
* energy relative to the best compared isomer or geometry (same formula, charge and spin): 205.7 kJ/mol
* calculated total energy: -8429.10854 eV
* orbital gap: 9.88 eV
* LUMO: 1.056 eV

The geometry in ORCA input format:
```
! wB97M-V def2-TZVPD RIJCOSX def2/J DEFGRID3
* xyz 0 1
C -2.07872 -0.45875 0.33075
C -0.70967 0.05109 0.83350
O -0.05474 -1.17146 1.27369
C 0.89515 -1.00795 0.24160
C 0.42574 -0.69612 -1.17252
C 0.48675 0.37606 -0.13077
C 1.41421 1.57169 -0.15603
H -2.50120 0.02616 -0.55515
H -1.93446 -1.52284 0.10111
H -2.80852 -0.42881 1.14916
H -0.77849 0.79133 1.64102
H 1.85590 -1.47045 0.42362
H 1.25128 -0.69741 -1.88341
H -0.53460 -0.96984 -1.60219
H 1.01291 2.46335 -0.65014
H 1.73143 1.85535 0.85557
H 2.32703 1.28860 -0.69982
*
```

Löwdin atomic charge list, values in e, 8 entries: atom 1 (C): -0.037, atom 2 (C): -0.249, atom 3 (O): -0.066, atom 4 (C): -0.234, atom 5 (C): -0.027, atom 6 (C): -0.343, atom 7 (C): -0.024, atom 8 (H): 0.081

=====

Q: The lowest calculated total energy belongs to which entry?
A: number 1